# 1
Entry from the Open Molecules 2025 dataset: C19H30BN10O8P2Ru as an isolated structure (ωB97M-V/def2-TZVPD).

```
71
Properties=species:S:1:pos:R:3
Ru 1.279 -0.977 0.330
C -0.242 -2.423 4.248
C -0.172 -1.377 3.332
N 0.176 -1.836 2.134
N 0.345 -3.175 2.254
C 0.094 -3.544 3.515
B 0.591 -4.061 1.013
N 2.021 -3.895 0.419
C 3.081 -4.680 0.621
C 4.130 -4.228 -0.157
C 3.605 -3.122 -0.813
N 2.334 -2.919 -0.471
N -0.415 -3.632 -0.071
C -1.417 -4.327 -0.623
C -2.092 -3.505 -1.502
C -1.414 -2.289 -1.419
N -0.403 -2.375 -0.559
H -0.505 -2.368 5.288
H -0.351 -0.325 3.480
H 0.153 -4.580 3.797
H 0.423 -5.210 1.315
H 3.010 -5.526 1.282
H 5.114 -4.649 -0.243
H 4.069 -2.482 -1.546
H -1.579 -5.352 -0.343
H -2.951 -3.743 -2.100
H -1.620 -1.367 -1.933
O 3.897 -1.469 3.950
P 3.555 -0.462 2.771
O 4.681 0.450 2.423
O 2.981 -1.310 1.658
O 2.365 0.430 3.398
P 1.579 1.587 2.565
O 2.783 2.454 1.969
O 0.653 2.314 3.429
O 0.968 0.861 1.348
H 4.363 -1.029 4.671
H 3.662 2.071 2.198
N 4.452 0.303 -0.522
N 3.005 0.451 -0.611
H 4.628 -0.688 -0.665
H 4.680 0.443 0.466
H 2.819 0.759 -1.563
H 2.775 1.268 -0.038
C -2.590 5.276 -2.649
C -2.251 4.450 -1.419
N -3.295 3.494 -1.072
C -4.549 4.016 -0.528
C -5.711 3.883 -1.497
C -3.131 2.154 -1.055
O -3.959 1.383 -0.600
C -1.871 1.586 -1.653
C -1.654 1.537 -3.020
C -0.531 0.886 -3.504
C 0.342 0.319 -2.595
N 0.153 0.383 -1.274
C -0.941 0.991 -0.810
H -1.784 5.976 -2.866
H -3.501 5.856 -2.500
H -2.737 4.640 -3.522
H -2.093 5.103 -0.555
H -1.317 3.911 -1.567
H -4.371 5.062 -0.270
H -4.766 3.478 0.396
H -5.514 4.415 -2.428
H -6.617 4.297 -1.055
H -5.893 2.834 -1.725
H -2.366 1.989 -3.700
H -0.333 0.810 -4.563
H 1.226 -0.214 -2.929
H -1.056 1.018 0.265
```

Charge = 0
2S+1 = 6
HOMO (alpha / beta) = -8.59 / -9.23 eV

***

# 2
Entry from the Open Molecules 2025 dataset: C19H30Br2F3O6P as an isolated structure at a distorted geometry (ωB97M-V/def2-TZVPD).

```
61
Properties=species:S:1:pos:R:3
C 1.474 2.665 -5.358
C 1.294 1.087 -5.095
C 0.962 0.115 -6.266
C 0.773 -1.435 -6.077
C 0.868 -2.093 -4.646
C 0.667 -3.673 -4.542
C 0.017 -4.194 -3.173
C -0.331 -4.184 -5.735
C 1.192 -1.122 -3.485
O 1.311 -1.600 -2.139
C -0.009 -1.378 -1.543
O -0.191 -0.040 -1.016
P 0.734 0.250 0.378
O 2.239 0.169 0.132
O 0.370 1.872 0.856
O 0.324 -0.868 1.592
C 0.489 -0.283 2.912
C 1.017 -1.332 4.003
C 2.597 -1.631 3.917
F 3.291 -0.775 3.007
Br 2.760 -3.538 3.279
C 3.337 -1.567 5.359
F 3.754 -0.255 5.700
F 2.504 -2.107 6.400
Br 5.009 -2.686 5.377
C 1.421 0.424 -3.680
H 1.024 3.318 -4.539
H 2.610 2.855 -5.374
H 1.025 2.880 -6.395
H 0.861 0.603 -7.306
H 0.568 -2.018 -7.031
H 1.690 -4.172 -4.756
H -0.943 -3.621 -2.884
H 0.796 -4.160 -2.320
H -0.245 -5.305 -3.304
H -1.145 -3.370 -5.860
H -0.899 -5.112 -5.343
H 0.216 -4.400 -6.710
H -0.292 -2.216 -0.800
H -0.754 -1.500 -2.420
H -0.588 2.025 0.629
H 1.208 0.617 2.938
H -0.526 0.109 3.264
H 0.371 -2.270 3.974
H 0.840 -0.842 5.033
H 1.687 1.080 -2.779
C -4.846 3.298 3.845
C -3.595 2.435 3.836
O -2.510 3.015 3.125
C -2.037 4.268 3.605
C -1.538 4.220 5.038
H -5.170 3.512 2.822
H -5.657 2.789 4.373
H -4.676 4.257 4.340
H -3.825 1.490 3.337
H -3.287 2.178 4.855
H -2.810 5.035 3.482
H -1.209 4.560 2.953
H -2.328 3.940 5.738
H -1.154 5.197 5.340
H -0.736 3.482 5.139
```

Charge = 0
HOMO = -8.36 eV

***

# 3
Entry from the Open Molecules 2025 dataset: a 2-piece molecular cluster, C19H30BrI2N3O5P overall at a distorted geometry (ωB97M-V/def2-TZVPD).

```
61
Properties=species:S:1:pos:R:3
C -4.405 1.328 -0.037
C -3.159 1.921 -0.434
C -1.757 1.204 -0.260
C -0.815 1.532 0.954
P -1.217 2.729 2.359
O -0.503 2.078 3.804
Br -3.416 2.793 2.874
C 0.561 0.763 0.918
C 1.712 0.972 2.016
O 2.396 2.024 1.881
O 1.914 0.017 3.024
C 2.874 0.464 4.027
C 2.186 1.463 5.103
N 3.236 1.844 6.094
C 0.928 -0.264 -0.219
C 2.353 -1.000 -0.187
C 3.426 0.080 -0.771
C 3.314 0.295 -2.359
C 2.303 1.499 -2.772
N 1.373 1.100 -3.885
C -0.153 -0.484 -1.297
C 0.134 -1.516 -2.499
O -0.423 -2.833 -2.276
C 0.580 -3.729 -1.718
N -1.399 0.230 -1.293
C -2.398 -0.048 -2.378
I -2.507 1.150 -4.177
C -3.271 -1.148 -2.087
C -3.128 -1.961 -0.709
I -4.836 -1.758 -3.453
H -4.687 0.257 -0.285
H -5.130 1.933 0.622
H -3.160 2.949 -0.950
H -0.969 1.208 3.929
H 3.174 -0.486 4.615
H 3.843 0.890 3.608
H 1.269 0.975 5.590
H 1.863 2.384 4.498
H 3.857 2.508 5.611
H 3.820 0.992 6.229
H 2.418 -1.905 -0.873
H 2.709 -1.242 0.871
H 3.244 1.092 -0.278
H 4.502 -0.256 -0.543
H 4.354 0.653 -2.715
H 3.111 -0.669 -2.942
H 1.668 1.853 -1.892
H 2.875 2.430 -3.144
H 1.712 1.418 -4.801
H 0.417 1.464 -3.711
H -0.224 -1.141 -3.513
H 1.274 -1.661 -2.606
H 1.512 -3.815 -2.398
H 0.159 -4.783 -1.621
H 0.863 -3.392 -0.649
H -3.843 -2.845 -0.744
H -2.076 -2.352 -0.510
H -3.409 -1.329 0.216
O -6.888 -2.882 -0.345
H -7.737 -2.424 -0.374
H -6.427 -2.571 -1.134
```

Charge = +1
HOMO = -11.76 eV

***

# 4
Entry from the Open Molecules 2025 dataset: C19H30N2O3S in the gas phase at a distorted geometry (ωB97M-V/def2-TZVPD).

```
55
Properties=species:S:1:pos:R:3
C -1.909 -3.738 -0.761
C -3.087 -3.551 -1.719
N -3.544 -2.190 -1.838
C -4.544 -1.648 -0.956
C -4.041 -1.324 0.452
S -2.904 -1.235 -3.026
O -3.847 -0.195 -3.318
O -2.455 -2.088 -4.090
C -1.462 -0.481 -2.275
C -0.214 -1.036 -2.489
C 0.893 -0.474 -1.885
C 0.754 0.647 -1.062
N 1.908 1.173 -0.485
C 2.042 2.235 0.369
O 1.121 2.905 0.775
C 3.486 2.482 0.764
C 4.024 1.374 1.679
C 3.140 1.126 2.907
C 2.952 2.410 3.728
C 2.610 2.076 5.176
C 3.801 1.403 5.869
C 4.629 0.582 4.875
C 3.734 0.008 3.782
C -0.510 1.201 -0.861
C -1.612 0.634 -1.474
H -1.570 -4.770 -0.806
H -2.191 -3.512 0.263
H -1.087 -3.087 -1.044
H -2.786 -3.856 -2.723
H -3.929 -4.176 -1.403
H -5.384 -2.350 -0.893
H -4.895 -0.738 -1.444
H -4.792 -0.740 0.977
H -3.120 -0.749 0.405
H -3.858 -2.232 1.021
H -0.129 -1.889 -3.144
H 1.873 -0.898 -2.052
H 2.760 0.694 -0.742
H 4.104 2.550 -0.135
H 3.525 3.441 1.280
H 5.028 1.652 2.006
H 4.111 0.441 1.114
H 2.156 0.798 2.552
H 2.156 3.010 3.286
H 3.870 3.002 3.712
H 2.334 2.984 5.713
H 1.743 1.414 5.188
H 3.434 0.757 6.669
H 4.439 2.160 6.329
H 5.395 1.210 4.416
H 5.144 -0.226 5.398
H 2.930 -0.560 4.253
H 4.301 -0.687 3.160
H -0.614 2.072 -0.236
H -2.594 1.062 -1.354
```

Charge = 0
HOMO = -8.74 eV

***

# 5
Entry from the Open Molecules 2025 dataset: C19H30N4O4S in the gas phase (ωB97M-V/def2-TZVPD).

```
58
Properties=species:S:1:pos:R:3
C -0.646 -4.882 1.458
C -1.609 -3.764 1.717
C -1.459 -2.422 1.294
C -2.552 -1.706 1.746
C -3.031 -0.305 1.791
O -3.933 -0.034 2.584
N -2.483 0.641 0.980
C -2.815 2.036 1.209
C -1.601 2.876 1.601
C -0.560 3.018 0.485
N 0.435 1.954 0.345
C 1.625 2.160 1.161
C 2.784 1.293 0.673
N 2.850 1.403 -0.770
C 3.876 0.903 -1.486
O 4.869 0.417 -0.971
C 3.756 0.962 -3.009
C 3.143 2.252 -3.599
C 1.618 2.136 -3.655
S 1.248 0.374 -3.744
O 0.492 0.005 -2.570
O 0.747 0.034 -5.049
C 2.939 -0.209 -3.568
C -0.056 0.579 0.482
C -1.476 0.372 -0.030
N -3.339 -2.591 2.433
C -2.791 -3.833 2.426
C -3.454 -4.988 3.095
H -1.159 -5.835 1.328
H -0.074 -4.693 0.550
H 0.069 -5.002 2.276
H -0.619 -2.050 0.731
H -3.256 2.451 0.294
H -3.570 2.060 1.989
H -1.967 3.875 1.853
H -1.143 2.470 2.508
H -1.092 3.132 -0.466
H -0.002 3.945 0.626
H 1.913 3.209 1.073
H 1.450 1.946 2.226
H 3.721 1.633 1.111
H 2.654 0.249 0.971
H 1.959 1.625 -1.195
H 4.783 0.863 -3.353
H 3.450 3.129 -3.031
H 3.525 2.367 -4.614
H 1.111 2.521 -2.770
H 1.188 2.599 -4.540
H 3.269 -0.484 -4.568
H 2.927 -1.087 -2.926
H 0.613 -0.076 -0.079
H -0.024 0.258 1.536
H -1.602 -0.643 -0.393
H -1.662 1.021 -0.887
H -4.169 -2.280 2.913
H -2.844 -5.883 2.988
H -3.593 -4.806 4.163
H -4.434 -5.195 2.661
```

Charge = 0
HOMO = -7.96 eV

***

# 6
Entry from the Open Molecules 2025 dataset: a 2-piece molecular cluster, C19H30NO5P2 overall at a distorted geometry (ωB97M-V/def2-TZVPD).

```
57
Properties=species:S:1:pos:R:3
C 1.343 0.681 -2.374
C 1.647 -0.384 -1.845
C 1.863 -1.765 -1.059
N 1.444 -1.514 0.324
C 0.647 -2.598 0.936
C -0.945 -2.429 0.709
C -1.257 -1.001 0.058
P -3.099 -0.605 0.178
O -3.376 0.637 -0.631
O -4.057 -1.921 -0.195
C -4.228 -2.101 -1.622
C -3.459 -3.353 -2.238
O -3.355 -0.300 1.837
C -3.881 1.026 2.050
C -2.749 2.156 2.022
C 1.037 -2.859 -1.864
O 1.484 -4.043 -1.812
O -0.060 -2.633 -2.564
P 3.715 -2.170 -1.277
C 4.051 -1.673 -3.087
C 4.778 -0.931 -0.298
H 0.896 1.674 -2.623
H 2.242 -1.356 0.957
H 0.777 -2.481 2.068
H 1.003 -3.650 0.714
H -1.321 -3.235 0.013
H -1.501 -2.457 1.695
H -0.903 -0.891 -1.007
H -0.728 -0.234 0.708
H -5.342 -2.294 -1.786
H -3.976 -1.200 -2.250
H -2.588 -3.710 -1.624
H -3.102 -3.033 -3.273
H -4.218 -4.178 -2.438
H -4.281 1.040 3.120
H -4.768 1.280 1.397
H -2.182 2.139 1.033
H -3.210 3.198 2.078
H -2.001 1.954 2.840
H 4.108 -0.544 -3.218
H 4.991 -2.139 -3.496
H 3.116 -1.991 -3.656
H 4.818 -1.193 0.801
H 5.846 -1.001 -0.693
H 4.425 0.136 -0.467
C 0.532 5.381 1.467
C 1.548 5.579 2.395
C 2.383 4.525 2.748
C 2.209 3.275 2.165
C 1.195 3.078 1.233
C 0.354 4.130 0.888
H -0.121 6.203 1.194
H 1.689 6.556 2.845
H 3.171 4.678 3.477
H 2.863 2.454 2.436
H 1.060 2.102 0.777
H -0.439 3.974 0.166
```

Charge = -1
HOMO = -4.59 eV

***

The records above yield molecular weight values of 700.34 602.22 745.15 366.53 410.54 414.40 u, respectively.